28
Properties=species:S:1:pos:R:3:mulliken_spin:R:1 method="wB97M-V/def2-TZVPD" e_above_lowest_kcal_mol=0.0 homo_lumo_gap_ev="5.411 / 6.805" homo_ev="0.04 / -1.36" charge=-2 total_energy_ha=-3790.97279 s2=15.760 spin_multiplicity=8
C 0.5604 2.5679 1.2028 0.00
C 0.2452 1.6252 2.2410 0.00
C 1.2758 0.6029 2.2448 0.00
H -0.7125 1.5546 2.7376 0.00
C 2.2187 0.9237 1.1971 0.01
C 1.7681 2.1378 0.5511 0.00
H 2.2059 2.6003 -0.3211 0.01
H -0.0562 3.4113 0.9081 0.01
H 1.1686 -0.3521 2.7247 0.00
H 2.9937 0.2861 0.8237 0.01
Eu -0.2172 0.0383 0.2205 6.96
Br -2.1943 -1.1667 1.8850 0.00
C -1.3442 -0.1271 -2.2655 0.01
C -0.3175 0.8164 -2.5679 0.00
C -0.6367 2.0491 -1.9141 -0.01
H 0.6373 0.6057 -3.0683 0.00
C -1.8452 1.8745 -1.1887 0.00
C -2.3032 0.5317 -1.4057 0.00
H -3.0650 0.0399 -0.8095 0.00
H -1.2732 -1.1980 -2.4007 0.00
H -0.0028 2.9636 -1.9086 0.00
H -2.2656 2.5786 -0.4699 0.00
B 0.4430 -4.5839 0.4117 0.00
C 0.5079 -3.1517 0.1358 0.01
N 0.7711 -2.0739 -0.2448 0.01
H -0.7240 -4.9014 0.4449 0.00
H 1.0895 -4.6871 1.4527 0.00
H 1.0726 -4.9658 -0.6166 0.00